--- A ---
{"formula": "C6H9NO", "method": "ωB97M-V/def2-TZVPD", "multiplicity": 1, "smiles": "CC1=C[C@@H]2[C@@H](C)N2O1", "lumo_energy_ev": 1.11, "total_charge": 0, "species": ["C", "C", "C", "C", "C", "C", "N", "O", "H", "H", "H", "H", "H", "H", "H", "H", "H"], "positions_angstrom": [[-0.385, -1.195, 0.328], [-1.042, -0.209, 0.955], [0.113, -0.615, -0.910], [1.075, 0.461, -0.651], [-1.879, -0.399, 2.144], [1.989, 1.063, -1.722], [-0.323, 0.751, -0.900], [-1.087, 0.989, 0.304], [-0.271, -2.234, 0.472], [-0.069, -1.232, -1.866], [1.294, 0.586, 0.323], [-1.914, 0.486, 2.758], [-1.398, -1.295, 2.609], [-2.884, -0.706, 1.969], [3.118, 0.873, -1.320], [1.851, 2.111, -1.840], [1.812, 0.567, -2.651]]}

---

--- B ---
{"formula": "C6H9NO", "method": "ωB97M-V/def2-TZVPD", "multiplicity": 1, "lumo_energy_ev": 0.69, "total_charge": 0, "species": ["C", "C", "C", "N", "C", "C", "C", "O", "H", "H", "H", "H", "H", "H", "H", "H", "H"], "positions_angstrom": [[-0.498, 0.135, -1.934], [-1.428, -0.838, -1.307], [-0.370, -0.030, 0.659], [0.746, -0.205, -2.115], [1.019, -0.168, 1.127], [-1.272, 0.724, 1.296], [1.755, 0.835, 1.591], [-0.760, -1.224, -0.108], [1.191, -1.009, -1.659], [1.401, 0.447, -2.522], [-2.362, -0.307, -1.076], [-1.634, -1.729, -1.911], [1.395, -1.186, 1.151], [-0.987, 1.290, 2.164], [-2.311, 0.753, 1.009], [1.356, 1.836, 1.681], [2.760, 0.676, 1.952]]}

---

Going by the computed energies, the most stable comes first: A, B.

---

--- A ---
{"formula": "H3PS2", "method": "ωB97M-V/def2-TZVPD", "multiplicity": 1, "lumo_energy_ev": [-2.14, -2.14], "total_charge": 0, "species": ["P", "S", "S", "H", "H", "H"], "positions_angstrom": [[-1.137, -0.132, 0.372], [-2.892, -0.771, -0.074], [1.179, -1.900, 0.057], [-0.622, 0.815, -0.516], [-1.004, 0.528, 1.592], [1.749, -1.144, -0.868]]}

---

--- B ---
{"formula": "H3PS2", "method": "ωB97M-V/def2-TZVPD", "multiplicity": 1, "smiles": "S=[PH2]S", "lumo_energy_ev": 0.24, "total_charge": 0, "species": ["P", "S", "S", "H", "H", "H"], "positions_angstrom": [[-0.021, 0.522, 0.124], [-1.220, -1.125, -0.090], [1.771, -0.281, -0.055], [-0.660, 1.479, -0.878], [-0.019, 1.072, 1.319], [0.149, -1.666, -0.420]]}

---

Going by the computed energies, the most stable comes first: B, A.

---

--- A ---
{"formula": "C18H20N4O7RuS2", "method": "ωB97M-V/def2-TZVPD", "multiplicity": 2, "lumo_energy_ev": [2.67, 2.35], "total_charge": -1, "species": ["Ru", "O", "C", "O", "C", "O", "C", "C", "O", "O", "H", "H", "H", "H", "H", "S", "C", "C", "C", "C", "C", "C", "S", "H", "H", "H", "H", "C", "N", "C", "C", "N", "H", "H", "H", "H", "H", "H", "C", "N", "C", "C", "C", "O", "N", "C", "O", "H", "H", "H", "H", "H"], "positions_angstrom": [[0.801, 0.052, -0.650], [0.912, 4.709, -1.340], [0.992, 4.077, -0.147], [2.001, 3.573, 0.257], [-0.305, 4.178, 0.646], [-0.923, 2.955, 0.942], [-1.878, 2.595, -0.050], [-1.378, 2.186, -1.450], [-2.234, 2.246, -2.332], [-0.161, 1.837, -1.582], [1.739, 4.502, -1.801], [-0.026, 4.640, 1.596], [-1.005, 4.837, 0.122], [-2.457, 1.764, 0.355], [-2.566, 3.436, -0.198], [1.666, -2.041, -0.453], [2.721, -2.080, -1.847], [3.125, -3.291, -2.411], [4.015, -3.317, -3.470], [4.513, -2.123, -3.985], [4.118, -0.917, -3.436], [3.218, -0.870, -2.369], [2.765, 0.649, -1.629], [2.724, -4.214, -2.009], [4.314, -4.265, -3.904], [5.201, -2.135, -4.822], [4.495, 0.016, -3.841], [0.310, 0.135, 4.612], [1.019, -0.695, 3.643], [0.661, -2.115, 3.646], [1.174, -0.167, 2.437], [1.254, 0.270, 1.378], [0.564, -0.204, 5.616], [-0.771, 0.073, 4.457], [0.626, 1.170, 4.499], [0.977, -2.554, 4.593], [1.177, -2.613, 2.827], [-0.417, -2.236, 3.515], [-4.466, -1.017, 1.350], [-3.391, -1.000, 0.376], [-3.679, -1.157, -0.954], [-2.732, -1.160, -1.904], [-1.382, -0.951, -1.453], [-0.406, -0.780, -2.229], [-1.110, -0.833, -0.130], [-2.064, -0.857, 0.828], [-1.840, -0.787, 2.034], [-4.836, -2.032, 1.517], [-5.288, -0.389, 1.003], [-4.078, -0.629, 2.286], [-4.732, -1.250, -1.185], [-2.957, -1.219, -2.956]]}

---

--- B ---
{"formula": "C18H20N4O7RuS2", "method": "ωB97M-V/def2-TZVPD", "multiplicity": 2, "lumo_energy_ev": [2.50, 2.50], "total_charge": -1, "species": ["Ru", "O", "C", "O", "C", "O", "C", "C", "O", "O", "H", "H", "H", "H", "H", "S", "C", "C", "C", "C", "C", "C", "S", "H", "H", "H", "H", "C", "N", "C", "C", "N", "H", "H", "H", "H", "H", "H", "C", "N", "C", "C", "C", "O", "N", "C", "O", "H", "H", "H", "H", "H"], "positions_angstrom": [[0.192, -0.032, 0.285], [-2.264, 2.851, 1.569], [-1.032, 2.670, 1.176], [-0.729, 2.156, 0.112], [-0.024, 3.239, 2.141], [1.275, 2.956, 1.736], [2.016, 2.194, 2.655], [1.462, 0.815, 3.025], [1.812, 0.396, 4.119], [0.642, 0.203, 2.238], [-2.872, 2.308, 0.950], [-0.178, 4.325, 2.145], [-0.260, 2.868, 3.144], [2.997, 2.055, 2.205], [2.131, 2.738, 3.598], [2.318, 0.784, -0.286], [3.371, -0.595, -0.025], [4.723, -0.457, 0.262], [5.524, -1.583, 0.429], [4.970, -2.849, 0.323], [3.613, -2.991, 0.046], [2.817, -1.869, -0.138], [1.127, -1.952, -0.595], [5.147, 0.536, 0.360], [6.576, -1.467, 0.660], [5.585, -3.727, 0.476], [3.164, -3.975, -0.019], [1.718, -0.049, -4.190], [0.324, 0.359, -4.003], [-0.553, 0.387, -5.159], [-0.185, 0.170, -2.799], [-0.590, 0.041, -1.730], [2.211, 0.671, -4.843], [1.777, -1.047, -4.631], [2.211, -0.058, -3.218], [-0.166, 1.101, -5.887], [-1.547, 0.703, -4.853], [-0.621, -0.598, -5.632], [-5.979, -0.094, 0.663], [-4.661, -0.656, 0.883], [-4.493, -1.937, 1.331], [-3.277, -2.434, 1.578], [-2.121, -1.588, 1.310], [-0.967, -2.003, 1.412], [-2.323, -0.298, 0.896], [-3.552, 0.179, 0.698], [-3.827, 1.359, 0.373], [-6.721, -0.872, 0.835], [-6.071, 0.279, -0.356], [-6.162, 0.740, 1.339], [-5.403, -2.506, 1.471], [-3.127, -3.444, 1.925]]}

---

Going by the computed energies, the most stable comes first: A, B.

---

--- A ---
{"formula": "C2H4N4O2", "method": "ωB97M-V/def2-TZVPD", "multiplicity": 1, "lumo_energy_ev": 0.15, "total_charge": 0, "species": ["C", "C", "H", "H", "H", "H", "N", "N", "N", "N", "O", "O"], "positions_angstrom": [[-1.574, -0.358, -0.063], [0.377, -0.766, -0.183], [1.809, 2.014, -0.144], [1.916, 0.619, 0.963], [-2.777, 0.807, 0.104], [1.702, -2.208, -0.288], [1.142, 1.351, 0.481], [0.320, 0.568, -0.545], [-2.859, -0.310, 0.329], [-0.675, -1.357, -0.032], [-1.003, 0.901, -0.565], [1.622, -1.262, -0.056]]}

---

--- B ---
{"formula": "C2H4N4O2", "method": "ωB97M-V/def2-TZVPD", "multiplicity": 1, "smiles": "[H]/N=c1\\nc(O)on1N", "lumo_energy_ev": 0.45, "total_charge": 0, "species": ["C", "C", "H", "H", "H", "H", "N", "N", "N", "N", "O", "O"], "positions_angstrom": [[1.533, 0.226, 0.005], [-0.508, 0.806, -0.141], [-1.908, -0.752, 0.833], [-1.900, -1.804, -0.446], [3.088, -0.780, 0.033], [-1.430, 2.358, 0.205], [-1.338, -1.368, 0.241], [-0.481, -0.585, -0.485], [0.807, 1.273, 0.012], [-1.625, 1.419, -0.109], [0.938, -0.957, -0.143], [2.824, 0.164, -0.006]]}

---

--- C ---
{"formula": "C2H4N4O2", "method": "ωB97M-V/def2-TZVPD", "multiplicity": 1, "smiles": "Nn1[nH]nc(O)c1=O", "lumo_energy_ev": 0.42, "total_charge": 0, "species": ["C", "C", "H", "H", "H", "H", "N", "N", "N", "N", "O", "O"], "positions_angstrom": [[-0.047, 1.471, 0.116], [-0.357, 0.282, -0.742], [0.672, -2.675, -0.121], [-1.024, -2.306, 0.064], [1.491, -0.582, 1.604], [-1.103, 2.688, -1.123], [-0.152, -1.974, 0.282], [-0.028, -0.693, 0.003], [0.689, -0.225, 1.164], [0.643, 1.154, 1.180], [-0.299, 2.725, -0.362], [-0.485, 0.135, -2.066]]}

---

Going by the computed energies, the most stable comes first: B, A, C.

---

--- A ---
{"formula": "C2H4N4O2", "method": "ωB97M-V/def2-TZVPD", "multiplicity": 1, "lumo_energy_ev": 0.21, "total_charge": 0, "species": ["C", "C", "H", "H", "H", "H", "N", "N", "N", "N", "O", "O"], "positions_angstrom": [[-0.847, 0.277, -0.898], [0.775, -0.579, -0.071], [-2.465, 1.104, -1.409], [2.453, -1.033, -0.713], [1.579, -0.089, 2.115], [-1.640, 0.866, 0.992], [0.282, -0.373, -1.292], [1.989, -0.814, 0.252], [0.037, -0.419, 1.113], [-1.041, 0.165, 0.394], [-1.696, 0.981, -1.793], [0.651, 0.402, 1.988]]}

---

--- B ---
{"formula": "C2H4N4O2", "method": "ωB97M-V/def2-TZVPD", "multiplicity": 1, "smiles": "[H]/N=c1\\nc(N)on1O", "lumo_energy_ev": 0.31, "total_charge": 0, "species": ["C", "C", "H", "H", "H", "H", "N", "N", "N", "N", "O", "O"], "positions_angstrom": [[-0.707, 0.536, 0.923], [0.695, -0.788, -0.025], [-0.719, 1.196, 2.951], [-1.366, 2.412, 1.659], [1.880, -2.527, 0.329], [-0.045, -1.071, -2.028], [-1.303, 1.297, 1.898], [0.148, -0.411, 1.134], [1.572, -1.741, -0.296], [0.327, 0.293, -0.952], [0.251, -0.107, -2.289], [-0.862, 0.787, -0.309]]}

---

Going by the computed energies, the most stable comes first: A, B.

---

--- A ---
{"formula": "C6H8BrNO", "method": "ωB97M-V/def2-TZVPD", "multiplicity": 1, "smiles": "C/C(Br)=C(\\O)CCC#N", "lumo_energy_ev": 0.58, "total_charge": 0, "species": ["C", "C", "C", "C", "C", "C", "N", "O", "Br", "H", "H", "H", "H", "H", "H", "H", "H"], "positions_angstrom": [[1.051, 0.122, 2.128], [-0.242, 0.137, -0.246], [-0.416, 0.659, 2.225], [-1.108, 0.003, 1.061], [-0.106, -0.769, -1.181], [0.548, -0.514, -2.461], [2.064, 0.086, 1.564], [0.222, 1.343, -0.543], [-0.678, -2.586, -0.790], [1.183, 1.161, -0.399], [-1.115, 0.662, 3.033], [-0.163, 1.683, 2.065], [-2.184, 0.284, 0.902], [-1.296, -1.103, 1.155], [-0.005, 0.195, -3.111], [0.782, -1.406, -3.182], [1.461, 0.043, -2.219]]}

---

--- B ---
{"formula": "C6H8BrNO", "method": "ωB97M-V/def2-TZVPD", "multiplicity": 1, "lumo_energy_ev": [-0.74, -0.06], "total_charge": 0, "species": ["C", "C", "C", "C", "C", "C", "N", "O", "Br", "H", "H", "H", "H", "H", "H", "H", "H"], "positions_angstrom": [[-2.240, -0.123, 0.241], [-1.338, -1.100, 0.685], [-1.819, 1.810, -1.198], [0.931, -0.411, 0.411], [2.302, -0.766, 0.959], [0.782, 0.711, -0.625], [-2.136, 0.828, -0.608], [-0.017, -1.115, 0.776], [-1.687, 1.769, -3.194], [-3.296, -0.178, 0.529], [-1.778, -1.799, 1.297], [2.232, -1.418, 1.856], [2.779, 0.115, 1.439], [2.952, -1.283, 0.217], [0.002, 0.432, -1.345], [1.649, 0.806, -1.145], [0.683, 1.722, -0.295]]}

---

Going by the computed energies, the most stable comes first: A, B.